Density functional theory data (the ωB97M-V functional and the def2-TZVPD basis) for a structure of composition C51H31Cl5N9NaO4S.

- E_LUMO (eV) = 2.75
- total charge = -2

XYZ file:
```
102
Properties=species:S:1:pos:R:3:mulliken_charge:R:1
Na -0.025 -0.270 0.324 0.74
Cl 1.902 -1.187 2.604 -0.23
C 0.454 -2.138 2.969 1.31
C -0.671 -1.898 2.202 -1.92
C -1.765 -2.664 2.561 1.24
Cl -3.269 -2.464 1.648 -0.24
C -1.763 -3.619 3.575 -0.47
Cl -3.178 -4.556 3.954 -0.23
C -0.591 -3.833 4.299 0.64
Cl -0.540 -5.019 5.561 -0.25
C 0.539 -3.079 3.993 -0.46
Cl 2.011 -3.339 4.883 -0.23
C 11.454 6.722 -4.193 -0.84
O 10.334 7.314 -3.565 -0.47
C 9.328 6.479 -3.173 0.96
C 9.341 5.100 -3.350 -0.38
C 8.265 4.340 -2.911 -0.89
C 7.169 4.928 -2.295 0.30
C 7.175 6.313 -2.125 -0.43
C 8.237 7.083 -2.557 -0.72
C 6.058 4.076 -1.845 0.15
N 6.035 2.769 -1.926 -0.87
C 4.820 2.394 -1.393 1.07
C 4.109 3.491 -0.990 0.07
N 4.911 4.568 -1.286 -0.12
C 2.811 3.427 -0.388 0.48
C 2.056 4.534 0.019 -0.76
C 0.822 4.334 0.580 -1.18
C 0.363 3.019 0.727 0.04
N 1.067 1.966 0.358 0.31
C 2.270 2.145 -0.204 -0.07
C 3.012 0.947 -0.639 -0.33
N 2.426 -0.249 -0.447 0.51
C 3.076 -1.336 -0.814 -0.37
C 4.341 -1.308 -1.413 -1.11
C 4.945 -0.095 -1.626 -0.86
C 4.280 1.070 -1.229 0.39
H 12.136 7.533 -4.432 0.24
H 11.170 6.208 -5.115 0.34
H 11.956 6.014 -3.529 0.33
H 10.176 4.605 -3.824 0.37
H 8.262 3.265 -3.042 0.46
H 6.342 6.812 -1.644 0.27
H 8.242 8.157 -2.425 0.40
H 4.693 5.532 -1.115 0.19
H 2.445 5.540 -0.107 0.33
H 0.205 5.159 0.913 0.57
H -0.609 2.817 1.161 -0.02
H 2.567 -2.277 -0.636 0.49
H 4.818 -2.234 -1.707 0.41
H 5.919 -0.012 -2.091 0.53
O -1.934 -0.263 -0.463 0.26
C -2.557 0.364 -1.575 3.42
C -1.421 0.933 -2.500 -1.04
O -1.780 1.363 -3.602 -0.83
O -0.251 0.871 -2.027 -0.41
C -3.412 1.508 -1.037 -0.65
C -4.621 1.218 -0.411 -0.25
C -5.329 2.205 0.259 -0.80
C -4.835 3.502 0.310 -0.49
C -3.637 3.803 -0.324 -0.75
C -2.933 2.813 -0.998 -0.32
C -3.353 -0.673 -2.361 -0.57
C -3.182 -2.027 -2.094 0.03
C -3.853 -2.989 -2.843 -0.93
C -4.710 -2.604 -3.864 -0.57
C -4.892 -1.249 -4.128 -0.80
C -4.217 -0.292 -3.386 -0.23
H -2.490 -0.190 0.329 -0.08
H -4.995 0.199 -0.428 0.42
H -6.255 1.956 0.764 0.36
H -5.368 4.269 0.857 0.37
H -3.237 4.808 -0.272 0.39
H -1.991 3.050 -1.479 0.52
H -2.517 -2.322 -1.294 0.36
H -3.698 -4.039 -2.622 0.41
H -5.234 -3.350 -4.451 0.37
H -5.559 -0.937 -4.925 0.36
H -4.339 0.761 -3.607 0.46
N 0.866 -1.163 -3.473 -0.26
C 0.439 -2.343 -2.967 0.15
N 0.225 -2.588 -1.715 0.47
C -0.193 -3.900 -1.534 -1.07
C -0.536 -4.465 -0.309 -0.01
C -0.966 -5.782 -0.268 -0.86
C -1.056 -6.548 -1.432 -0.43
C -0.717 -5.999 -2.661 -0.50
C -0.290 -4.680 -2.698 0.96
S 0.166 -3.712 -4.069 -0.42
H 0.635 -0.330 -2.899 0.11
H 0.717 -1.028 -4.459 0.30
H -0.478 -3.856 0.586 0.52
H -1.247 -6.216 0.685 0.44
H -1.401 -7.574 -1.380 0.36
H -0.794 -6.584 -3.571 0.38
N -2.131 1.347 2.113 -0.43
C -2.169 2.144 2.952 0.55
C -2.227 3.252 3.828 0.13
C -2.218 3.102 5.238 -0.02
N -2.211 3.008 6.391 -0.61
C -2.239 4.552 3.263 0.22
N -2.252 5.607 2.785 -0.69
```



Density functional theory data (the ωB97M-V functional and the def2-TZVPD basis) for a structure of composition C51H36Cl2NO3P2RbS4.

- E_LUMO (eV) = 3.31
- total charge = -2

XYZ file:
```
100
Properties=species:S:1:pos:R:3:mulliken_charge:R:1
Rb 2.027 1.212 -1.526 0.78
C -3.405 -3.966 2.681 -1.68
C -2.428 -4.222 1.523 1.96
C -2.460 -5.710 1.145 -1.87
C -2.849 -3.393 0.322 0.93
C -4.041 -3.661 -0.345 -0.47
C -4.442 -2.926 -1.447 -1.65
C -3.627 -1.908 -1.914 0.31
C -2.429 -1.594 -1.282 -0.47
P -1.286 -0.286 -1.941 1.06
C -2.369 1.189 -1.808 0.75
C -3.303 1.305 -0.780 -0.55
C -3.999 2.489 -0.588 -0.61
C -3.779 3.570 -1.430 -0.69
C -2.854 3.458 -2.458 -0.60
C -2.141 2.282 -2.643 -0.42
C -1.398 -0.756 -3.708 0.37
C -0.439 -1.654 -4.162 -0.47
C -0.472 -2.130 -5.461 -0.59
C -1.462 -1.700 -6.332 -0.43
C -2.407 -0.784 -5.896 -0.83
C -2.374 -0.314 -4.595 0.04
C -2.077 -2.335 -0.152 -0.97
O -0.924 -1.952 0.467 0.35
C -0.357 -2.745 1.432 -1.41
C 0.911 -2.348 1.850 0.31
C 1.521 -3.102 2.840 -0.18
C 0.892 -4.204 3.396 -1.40
C -0.372 -4.561 2.960 -0.54
C -1.026 -3.840 1.963 0.99
P 1.683 -0.776 1.192 0.75
C 1.344 0.155 2.737 0.87
C 0.089 0.761 2.728 -0.71
C -0.330 1.554 3.782 -0.67
C 0.505 1.765 4.868 -0.77
C 1.753 1.162 4.891 -0.76
C 2.168 0.363 3.837 0.02
C 3.380 -1.475 1.102 0.71
C 4.518 -1.115 1.812 0.63
C 5.728 -1.754 1.583 -0.70
C 5.828 -2.757 0.632 -0.63
C 4.706 -3.108 -0.104 -0.59
C 3.501 -2.468 0.128 -0.85
H -4.419 -4.247 2.395 0.39
H -3.406 -2.912 2.954 0.36
H -3.121 -4.546 3.560 0.42
H -3.462 -6.015 0.847 0.42
H -2.166 -6.334 1.987 0.40
H -1.781 -5.908 0.318 0.39
H -4.674 -4.465 0.008 0.31
H -5.373 -3.153 -1.949 0.39
H -3.914 -1.349 -2.795 0.47
H -3.488 0.469 -0.118 0.35
H -4.714 2.563 0.222 0.40
H -4.323 4.494 -1.282 0.37
H -2.660 4.291 -3.120 0.46
H -1.395 2.223 -3.433 -0.09
H 0.357 -1.969 -3.496 0.35
H 0.298 -2.809 -5.803 0.37
H -1.471 -2.044 -7.357 0.33
H -3.155 -0.405 -6.582 0.38
H -3.097 0.426 -4.277 0.37
H 2.509 -2.820 3.185 0.44
H 1.383 -4.776 4.171 0.41
H -0.867 -5.413 3.407 0.31
H -0.552 0.643 1.863 0.44
H -1.299 2.035 3.734 0.45
H 0.195 2.408 5.680 0.36
H 2.425 1.334 5.721 0.41
H 3.151 -0.070 3.879 0.35
H 4.491 -0.293 2.499 -0.45
H 6.603 -1.442 2.139 0.44
H 6.778 -3.242 0.444 0.35
H 4.768 -3.869 -0.872 0.42
H 2.630 -2.750 -0.459 0.27
Cl 5.356 2.256 2.842 -0.28
C 3.844 3.091 2.577 0.83
C 3.599 4.225 3.349 -0.76
C 2.447 4.934 3.198 0.86
Cl 2.160 6.344 4.204 -0.35
C 1.481 4.540 2.242 0.36
C 0.280 5.248 2.003 -1.09
C -0.591 4.805 1.052 -0.90
C -0.270 3.634 0.335 0.03
N 0.822 2.944 0.541 0.61
C 1.710 3.377 1.475 -0.15
C 2.942 2.580 1.623 -0.49
O 3.128 1.525 0.954 -0.67
H 4.336 4.536 4.077 0.44
H 0.074 6.145 2.574 0.39
H -1.508 5.334 0.831 0.50
H -0.953 3.263 -0.423 0.00
O 0.916 6.741 -6.518 -0.67
C 1.220 5.698 -5.974 0.53
S 2.798 5.342 -5.299 -0.25
C 2.515 3.673 -4.785 -0.07
C 1.284 3.190 -5.056 -0.29
S 0.607 1.600 -4.730 -0.12
S 0.172 4.294 -5.865 -0.21
S 3.876 2.903 -3.999 -0.56
```



Density functional theory data (the ωB97M-V functional and the def2-TZVPD basis) for a structure of composition C51H36ClN6O7PReS.

- multiplicity = 4
- expectation value of S² = 3.773
- E_LUMO (spin up / spin down) (eV) = -6.29 / -7.34
- total charge = +2

XYZ file:
```
104
Properties=species:S:1:pos:R:3:mulliken_charge:R:1
Re 0.249 -0.399 0.365 2.28
O 4.172 0.104 4.773 -0.54
C 2.963 -0.041 5.284 0.31
O 2.755 -0.080 6.461 -0.53
C 1.805 -0.190 4.316 0.03
C 0.491 -0.452 4.705 0.65
Cl -0.152 -0.458 6.254 -0.05
N -0.279 -0.614 3.606 0.19
N 0.485 -0.448 2.503 -0.16
C 1.731 -0.195 2.934 -0.32
C 2.726 0.073 1.865 1.13
O 3.898 0.230 2.086 -0.78
O 2.199 0.101 0.651 -0.73
C -1.701 -0.896 3.554 0.30
C -2.531 -0.159 2.731 1.27
C -3.894 -0.427 2.743 -0.43
C -4.418 -1.403 3.576 -0.99
C -3.565 -2.150 4.382 -1.03
C -2.206 -1.903 4.370 -0.65
H 4.175 0.162 3.798 0.37
H -2.156 0.644 2.094 -0.63
H -4.545 0.150 2.096 0.49
H -5.489 -1.576 3.608 0.49
H -3.960 -2.923 5.030 0.45
H -1.547 -2.496 4.991 0.63
O 0.324 1.151 -3.337 -0.57
C 0.409 0.933 -2.175 0.22
O 0.170 -0.267 -1.587 -0.78
C 0.751 1.996 -1.188 0.81
C 1.436 3.140 -1.585 -0.99
C 1.775 4.048 -0.631 -0.94
C 1.328 3.873 0.699 0.84
C 1.606 4.822 1.711 -0.95
C 1.141 4.643 2.978 -0.92
C 0.328 3.527 3.275 -1.02
C 0.045 2.594 2.319 0.60
C 0.581 2.721 1.022 -0.61
N 0.375 1.749 0.058 1.02
H 1.708 3.243 -2.627 0.61
H 2.383 4.913 -0.875 0.54
H 2.189 5.700 1.452 0.51
H 1.370 5.365 3.751 0.52
H -0.095 3.420 4.268 0.67
H -0.636 1.780 2.535 0.20
N -2.303 -3.807 -0.057 0.07
C -3.716 -3.564 -0.076 -0.37
C -4.598 -4.618 0.034 -0.90
C -5.964 -4.366 0.017 -0.74
C -6.424 -3.068 -0.108 -0.93
C -5.519 -2.014 -0.222 -0.20
C -4.164 -2.277 -0.211 0.70
S -3.063 -0.918 -0.428 0.04
N -1.536 -1.605 0.083 -0.71
C -1.356 -2.897 0.070 1.07
C 0.040 -3.386 0.141 1.09
C 0.420 -4.697 0.053 -0.91
C 1.774 -5.014 -0.010 -0.60
C 2.703 -3.997 -0.003 -1.04
C 2.259 -2.694 0.110 -0.15
N 0.944 -2.398 0.210 0.29
H -2.025 -4.769 -0.078 0.01
H -4.227 -5.638 0.130 0.45
H -6.664 -5.189 0.100 0.42
H -7.489 -2.866 -0.124 0.49
H -5.873 -0.990 -0.352 0.28
H -0.307 -5.498 0.027 0.51
H 2.088 -6.050 -0.072 0.47
H 3.765 -4.191 -0.079 0.47
H 2.950 -1.867 0.111 0.75
O -2.199 1.691 -0.248 -0.05
P -3.283 2.750 -0.266 1.23
C -3.540 3.430 1.384 1.06
C -2.583 4.355 1.823 -0.76
C -2.603 4.822 3.130 -0.83
C -3.569 4.365 4.019 -0.84
C -4.519 3.444 3.597 -0.97
C -4.507 2.978 2.287 -0.55
C -4.822 2.105 -0.958 1.23
C -4.676 1.366 -2.141 -0.47
C -5.792 0.878 -2.803 -0.63
C -7.065 1.132 -2.301 -0.73
C -7.221 1.893 -1.150 -0.76
C -6.104 2.388 -0.482 -0.68
C -2.899 4.157 -1.315 0.30
C -1.950 4.039 -2.325 -0.52
C -1.686 5.118 -3.162 -0.81
C -2.374 6.311 -2.993 -0.57
C -3.332 6.432 -1.989 -0.72
C -3.602 5.356 -1.157 -0.55
H -1.833 4.724 1.131 0.51
H -1.870 5.555 3.451 0.59
H -3.581 4.726 5.042 0.44
H -5.279 3.091 4.288 0.49
H -5.268 2.271 1.976 0.06
H -3.685 1.193 -2.549 0.25
H -5.674 0.317 -3.724 0.49
H -7.937 0.758 -2.825 0.44
H -8.216 2.127 -0.785 0.48
H -6.248 3.014 0.390 0.50
H -1.430 3.102 -2.475 0.47
H -0.954 5.020 -3.957 0.50
H -2.174 7.148 -3.651 0.43
H -3.873 7.363 -1.863 0.45
H -4.357 5.448 -0.380 0.44
```



Density functional theory data (the ωB97M-V functional and the def2-TZVPD basis) for a cluster of 7 separate species, C51H37F6NO3 in total.

- E_LUMO (eV) = -1.03
- SMILES = N#COc1cccc2c1C(=O)c1ccccc1C2=O.Fc1ccccc1.Fc1ccccc1.Fc1ccccc1.Fc1ccccc1.Fc1ccccc1.Fc1ccccc1

XYZ file:
```
98
Properties=species:S:1:pos:R:3:mulliken_charge:R:1
N -1.202 -4.115 -7.382 -0.51
C -0.568 -3.254 -6.951 0.56
O 0.187 -2.307 -6.490 -0.47
C -0.506 -1.108 -6.210 0.56
C -1.035 -0.379 -7.256 -0.62
C -1.679 0.821 -6.989 -0.63
C -1.775 1.294 -5.687 -0.91
C -1.196 0.563 -4.662 0.79
C -0.567 -0.658 -4.905 0.14
C 0.001 -1.411 -3.742 0.19
O 0.005 -2.617 -3.686 -0.56
C 0.570 -0.534 -2.677 0.70
C 1.690 -0.953 -1.973 -0.82
C 2.266 -0.083 -1.069 -0.35
C 1.722 1.177 -0.862 -0.78
C 0.565 1.574 -1.518 -0.55
C -0.022 0.712 -2.437 0.29
C -1.249 1.044 -3.243 0.12
O -2.234 1.599 -2.814 -0.52
H -0.950 -0.744 -8.272 0.55
H -2.103 1.394 -7.802 0.41
H -2.285 2.220 -5.460 0.48
H 2.105 -1.932 -2.173 0.54
H 3.166 -0.364 -0.538 0.46
H 2.202 1.864 -0.178 0.43
H 0.145 2.558 -1.351 0.58
F -0.792 0.704 1.873 -0.37
C -1.961 1.340 1.630 -0.09
C -2.303 1.636 0.326 -0.21
C -3.505 2.285 0.091 -0.33
C -4.337 2.638 1.147 -0.63
C -3.966 2.329 2.449 -0.57
C -2.770 1.671 2.697 -0.06
H -1.673 1.371 -0.504 0.24
H -3.784 2.506 -0.930 0.39
H -5.273 3.145 0.955 0.38
H -4.607 2.599 3.278 0.45
H -2.461 1.419 3.702 0.73
F -2.317 3.295 5.557 -0.41
C -1.110 2.851 5.966 0.44
C -1.043 2.040 7.082 -0.56
C 0.201 1.582 7.494 -0.39
C 1.346 1.935 6.792 -0.49
C 1.248 2.750 5.672 -0.67
C 0.011 3.215 5.248 -0.16
H -1.948 1.777 7.612 0.51
H 0.274 0.945 8.365 0.40
H 2.313 1.578 7.119 0.41
H 2.140 3.032 5.127 0.45
H -0.091 3.849 4.377 0.48
F 0.140 -1.950 -11.047 -0.29
C 1.141 -2.856 -11.119 0.29
C 2.031 -2.783 -12.170 -0.48
C 3.061 -3.712 -12.231 -0.33
C 3.184 -4.688 -11.251 -0.56
C 2.273 -4.738 -10.205 -0.40
C 1.238 -3.816 -10.133 -0.16
H 1.915 -2.015 -12.923 0.42
H 3.769 -3.671 -13.048 0.36
H 3.988 -5.410 -11.305 0.37
H 2.363 -5.498 -9.441 0.38
H 0.512 -3.844 -9.332 0.38
F 3.374 6.638 7.981 -0.31
C 2.104 6.656 8.437 0.40
C 1.264 5.611 8.109 -0.30
C -0.041 5.635 8.580 0.08
C -0.484 6.693 9.362 -0.74
C 0.381 7.732 9.677 -0.28
C 1.689 7.719 9.214 -0.58
H 1.627 4.798 7.497 0.34
H -0.710 4.821 8.333 0.27
H -1.503 6.707 9.726 0.39
H 0.038 8.558 10.285 0.36
H 2.382 8.517 9.448 0.42
F 4.729 -2.351 -1.735 -0.31
C 4.797 -3.701 -1.772 0.47
C 5.551 -4.301 -2.759 -0.57
C 5.611 -5.687 -2.794 -0.32
C 4.922 -6.443 -1.856 -0.54
C 4.169 -5.812 -0.876 -0.40
C 4.102 -4.427 -0.827 -0.26
H 6.076 -3.692 -3.482 0.42
H 6.198 -6.177 -3.559 0.36
H 4.970 -7.523 -1.890 0.37
H 3.627 -6.398 -0.145 0.35
H 3.522 -3.913 -0.071 0.43
F -6.410 -2.824 6.970 -0.32
C -5.487 -2.392 6.087 0.37
C -5.041 -1.088 6.175 -0.68
C -4.090 -0.649 5.265 0.03
C -3.606 -1.507 4.287 -0.41
C -4.072 -2.813 4.221 -0.38
C -5.020 -3.267 5.127 -0.51
H -5.437 -0.436 6.942 0.43
H -3.729 0.370 5.320 0.29
H -2.868 -1.159 3.576 0.39
H -3.698 -3.484 3.459 0.38
H -5.397 -4.280 5.095 0.42
```



Values of energy above the lowest of the compared OMol25 structures with the same formula, charge and spin, in order: 14.87, 0.00, 28.97, 0.00, all in kJ/mol.